No. 1
Formula: C30H25N3O4
Source: the Open Molecules 2025 dataset
Level of theory: ωB97M-V/def2-TZVPD

Properties
- LUMO level: 0.30 eV
- Total charge: 0
- Total energy: -44176.62936 eV
- Energy relative to the best compared isomer or geometry (same formula, charge and spin): 0.0 kcal per mole

Each line ends with the natural charge from an NBO analysis.
Atoms and positions in Å:
C  4.113  2.010  -1.912  -0.25
O  3.227  2.822  -1.180  -0.50
C  1.920  2.451  -1.082  0.24
C  1.356  1.406  -1.801  -0.28
C  0.011  1.085  -1.686  -0.02
C  -0.540  -0.129  -2.407  -0.23
C  -1.893  0.153  -3.017  -0.36
C  -1.953  1.007  -4.122  0.29
N  -2.003  1.684  -5.051  -0.35
C  -3.034  -0.363  -2.500  0.59
N  -4.291  -0.026  -2.918  -0.80
O  -3.067  -1.249  -1.476  -0.48
C  -1.870  -1.736  -0.997  0.36
C  -0.651  -1.261  -1.412  -0.08
C  0.521  -1.826  -0.875  -0.18
C  0.468  -2.846  0.028  -0.20
C  -0.773  -3.362  0.453  0.03
C  -0.868  -4.433  1.366  -0.20
C  -2.085  -4.908  1.767  -0.22
C  -3.266  -4.334  1.272  -0.21
C  -3.210  -3.302  0.377  -0.18
C  -1.968  -2.795  -0.055  -0.12
C  -0.801  1.852  -0.867  -0.17
C  -0.253  2.884  -0.132  -0.28
C  1.103  3.175  -0.195  0.30
O  1.557  4.156  0.661  -0.52
C  2.818  3.952  1.275  -0.16
C  3.000  2.523  1.804  0.66
O  4.072  1.964  1.805  -0.60
N  1.830  1.999  2.253  -0.63
C  1.517  0.674  2.576  0.24
C  2.485  -0.302  2.780  -0.27
C  2.087  -1.585  3.108  -0.19
C  0.747  -1.905  3.235  -0.24
C  -0.229  -0.940  3.020  0.01
C  -1.687  -1.258  3.154  -0.64
C  0.170  0.345  2.690  -0.27
H  5.095  2.459  -1.775  0.21
H  4.129  0.988  -1.522  0.18
H  3.864  2.000  -2.977  0.18
H  1.971  0.829  -2.473  0.22
H  0.166  -0.412  -3.199  0.23
H  -4.364  0.460  -3.795  0.41
H  -5.032  -0.665  -2.683  0.40
H  1.472  -1.430  -1.196  0.22
H  1.376  -3.271  0.427  0.22
H  0.046  -4.872  1.740  0.21
H  -2.148  -5.728  2.467  0.22
H  -4.220  -4.718  1.600  0.22
H  -4.115  -2.859  -0.010  0.22
H  -1.855  1.635  -0.784  0.21
H  -0.867  3.480  0.526  0.22
H  3.645  4.175  0.595  0.22
H  2.846  4.656  2.113  0.21
H  1.026  2.612  2.204  0.41
H  3.528  -0.051  2.683  0.25
H  2.838  -2.344  3.273  0.21
H  0.452  -2.908  3.505  0.21
H  -1.843  -2.326  3.279  0.22
H  -2.230  -0.930  2.270  0.22
H  -2.107  -0.742  4.017  0.22
H  -0.579  1.107  2.516  0.20

Atoms 1-2, force components in eV/Å:
C 0.20 -0.16 -0.12
O -0.43 0.25 0.16

=====

No. 2
Formula: C30H25N5O4S
Source: the Open Molecules 2025 dataset
Level of theory: ωB97M-V/def2-TZVPD

Properties
- LUMO level: 0.11 eV
- Total charge: 0
- Total energy: -57990.13130 eV
- Energy relative to the best compared isomer or geometry (same formula, charge and spin): 5.4 kcal per mole

Each line ends with the natural charge from an NBO analysis.
Atoms and positions in Å:
C  -3.881  1.321  -1.790  -0.25
O  -4.906  0.869  -0.934  -0.53
C  -6.020  0.319  -1.502  0.36
C  -6.296  0.295  -2.860  -0.29
C  -7.489  -0.241  -3.324  -0.21
C  -8.414  -0.756  -2.439  -0.22
C  -8.135  -0.761  -1.082  -0.21
C  -6.947  -0.234  -0.604  0.07
N  -6.641  -0.227  0.760  -0.85
S  -5.157  -0.830  1.295  2.31
O  -4.537  -1.662  0.307  -0.92
O  -5.455  -1.410  2.575  -0.94
C  -4.148  0.613  1.605  -0.28
C  -4.703  1.729  2.198  -0.16
C  -3.891  2.822  2.460  -0.21
C  -2.545  2.775  2.142  -0.17
C  -1.986  1.633  1.572  -0.07
C  -0.531  1.667  1.222  0.62
O  0.028  2.703  0.915  -0.61
N  0.072  0.447  1.287  -0.43
N  1.334  0.064  0.977  -0.25
C  2.240  0.874  0.595  0.06
C  3.560  0.401  0.282  -0.19
C  4.641  1.228  0.031  0.01
N  5.725  0.444  -0.141  -0.19
C  7.044  0.813  -0.422  0.22
C  7.432  2.148  -0.485  -0.26
C  8.748  2.466  -0.766  -0.19
C  9.683  1.467  -0.983  -0.22
C  9.295  0.139  -0.917  -0.19
C  7.984  -0.192  -0.639  -0.24
N  5.406  -0.850  -0.016  -0.26
C  4.113  -0.918  0.233  0.15
C  3.470  -2.216  0.404  0.00
C  2.211  -2.480  -0.125  -0.19
C  1.637  -3.727  0.036  -0.21
C  2.312  -4.724  0.721  -0.21
C  3.574  -4.473  1.234  -0.22
C  4.153  -3.229  1.073  -0.20
C  -2.807  0.542  1.297  -0.22
H  -4.227  2.140  -2.428  0.18
H  -3.495  0.507  -2.411  0.19
H  -3.090  1.687  -1.137  0.21
H  -5.591  0.697  -3.569  0.22
H  -7.687  -0.248  -4.385  0.22
H  -9.344  -1.168  -2.798  0.22
H  -8.843  -1.179  -0.381  0.21
H  -7.375  -0.601  1.345  0.42
H  -5.755  1.736  2.430  0.23
H  -4.308  3.710  2.909  0.22
H  -1.901  3.622  2.326  0.24
H  -0.478  -0.344  1.598  0.40
H  2.097  1.949  0.504  0.21
H  4.674  2.297  -0.025  0.22
H  6.721  2.941  -0.314  0.21
H  9.045  3.503  -0.814  0.22
H  10.708  1.724  -1.202  0.22
H  10.019  -0.645  -1.085  0.22
H  7.659  -1.218  -0.584  0.25
H  1.690  -1.710  -0.672  0.22
H  0.658  -3.925  -0.377  0.21
H  1.857  -5.695  0.850  0.21
H  4.108  -5.251  1.760  0.21
H  5.138  -3.024  1.465  0.22
H  -2.452  -0.352  0.805  0.24

Atoms 1-2, force components in eV/Å:
C 0.18 0.12 -0.13
O -0.61 -0.11 -0.27

=====

No. 3
Formula: C30H26BN7O6W
Source: the Open Molecules 2025 dataset
Level of theory: ωB97M-V/def2-TZVPD

Properties
- Spin multiplicity: 3
- LUMO level (alpha / beta): -8.36 / -9.20 eV
- Total charge: +2
- Total energy: -56731.06443 eV
- Energy relative to the best compared isomer or geometry (same formula, charge and spin): 68.5 kcal per mole

Each line ends with the Mulliken spin population.
Atoms and positions in Å:
W  1.199  1.525  -0.229  1.34
C  -0.019  5.613  -3.341  -0.03
C  -0.604  4.726  -2.439  0.02
C  0.183  3.769  -1.842  0.05
C  1.553  3.692  -2.145  0.00
C  2.138  4.585  -3.038  -0.02
C  1.339  5.543  -3.632  0.01
N  2.244  2.665  -1.492  -0.01
N  3.513  2.566  -1.640  0.22
C  4.017  1.502  -0.965  -0.03
C  5.385  1.246  -0.919  0.06
C  5.833  0.167  -0.185  0.02
C  4.903  -0.661  0.441  0.01
C  3.560  -0.378  0.333  0.06
N  3.109  0.693  -0.342  -0.03
H  -0.635  6.364  -3.817  0.00
H  -1.658  4.798  -2.209  0.00
H  -0.263  3.063  -1.113  -0.02
H  3.196  4.512  -3.250  0.00
H  1.777  6.239  -4.334  0.00
H  6.050  1.918  -1.444  0.00
H  6.891  -0.038  -0.092  0.00
H  5.227  -1.517  1.016  0.00
H  2.802  -1.001  0.787  0.01
O  3.263  2.675  1.435  0.35
N  2.090  2.353  1.389  0.02
O  1.643  1.163  1.733  -0.01
O  1.136  3.142  0.978  0.01
C  -0.720  -3.782  5.907  0.00
C  -1.745  -3.345  4.902  0.00
C  -3.076  -3.140  5.256  0.00
C  -4.018  -2.765  4.316  0.00
C  -3.661  -2.576  2.981  0.00
N  -4.697  -2.238  2.083  0.00
C  -4.688  -1.918  0.751  0.00
O  -5.613  -2.143  0.012  0.00
N  -3.545  -1.249  0.265  0.00
C  -2.805  -0.262  0.869  0.00
C  -3.070  0.260  2.138  0.00
C  -2.240  1.249  2.632  0.00
C  -1.154  1.680  1.901  0.01
N  -0.875  1.183  0.680  0.06
C  -1.714  0.258  0.175  0.00
C  -2.329  -2.773  2.614  0.00
C  -1.398  -3.149  3.568  0.00
H  -1.174  -4.008  6.869  0.00
H  0.031  -3.004  6.057  0.00
H  -0.192  -4.670  5.556  0.00
H  -3.379  -3.283  6.285  0.00
H  -5.051  -2.623  4.611  0.00
H  -5.617  -2.530  2.376  0.00
H  -3.479  -1.317  -0.740  0.00
H  -3.917  -0.086  2.714  0.00
H  -2.434  1.690  3.599  0.00
H  -0.512  2.452  2.290  0.00
H  -1.525  -0.096  -0.824  0.00
H  -2.023  -2.689  1.581  0.00
H  -0.371  -3.322  3.267  0.00
O  1.476  0.205  -3.044  -0.02
B  0.751  0.112  -1.855  -0.04
O  -0.078  -1.008  -1.937  -0.01
C  0.145  -1.592  -3.160  -0.01
C  -0.443  -2.712  -3.712  0.00
C  -0.030  -3.052  -4.991  0.00
C  0.923  -2.299  -5.680  0.00
C  1.504  -1.171  -5.119  0.00
C  1.096  -0.843  -3.843  0.01
H  -1.193  -3.286  -3.186  0.00
H  -0.467  -3.916  -5.472  0.00
H  1.212  -2.597  -6.678  0.00
H  2.224  -0.568  -5.655  0.00

Atoms 1-2, force components in eV/Å:
W -3.57 -3.09 -0.72
C 0.01 -0.04 0.04